Entry 1:
The following is a DFT calculation (wB97M-V/def2-TZVPD) of C15H22Br4NiO3P2 as an isolated structure.

Cartesian coordinates (Å):
Ni  -0.2567  0.5144  -0.2325
Br  5.7613  -2.5550  0.9922
C  4.2941  -1.4518  0.3091
C  4.4869  -0.0245  0.3156
Br  6.2241  0.6021  0.9097
C  3.5704  0.9385  -0.0248
Br  4.1094  2.7711  -0.2543
C  2.0485  0.7204  -0.1867
O  1.3389  1.8430  -0.0523
C  1.7553  -1.7570  0.1444
O  0.8361  -2.5521  -0.1303
C  3.1343  -2.1647  0.0166
Br  3.3427  -3.9448  -0.7885
C  -3.1212  2.6501  -1.3268
P  -2.0300  1.7972  -0.0985
C  -1.9852  3.1241  1.1702
C  -3.2937  0.6422  0.6105
C  -3.2844  -0.6552  -0.2114
P  -1.5425  -1.3709  -0.1881
C  -1.8735  -2.7734  -1.3297
C  -1.6599  -2.2116  1.4345
H  -4.0102  3.0731  -0.8445
H  -3.4333  1.9354  -2.0912
H  -2.5654  3.4489  -1.8222
H  -2.9681  3.2689  1.6327
H  -1.6671  4.0615  0.7097
H  -1.2463  2.8560  1.9252
H  -4.2827  1.1140  0.6749
H  -2.9623  0.4352  1.6332
H  -3.5099  -0.4378  -1.2631
H  -4.0430  -1.3655  0.1386
H  -2.7789  -3.3160  -1.0337
H  -1.0141  -3.4439  -1.3294
H  -2.0095  -2.3748  -2.3373
H  -2.6452  -2.6737  1.5605
H  -1.4938  -1.4771  2.2251
H  -0.8717  -2.9575  1.4997
C  2.2256  1.0074  -2.5958
O  1.7948  0.1520  -1.5679
C  1.4336  -0.3840  0.6733
C  1.7447  -0.2261  2.1498
H  1.8655  2.0290  -2.4350
H  1.8203  0.6231  -3.5365
H  3.3198  1.0288  -2.6719
H  2.7852  -0.4722  2.4191
H  1.0930  -0.8597  2.7653
H  1.5641  0.8131  2.4423

E_tot   -361842.878 eV
E_LUMO (alpha / beta)   4.69 / 4.67 eV
Net charge   -2
<S²>   2.046
Multiplicity   3
Gap between HOMO and LUMO (alpha / beta)   4.14 / 5.22 eV



Entry 2:
The following is a DFT calculation (wB97M-V/def2-TZVPD) of C20H21CuN7P as an isolated structure at a distorted geometry.

Cartesian coordinates (Å):
Cu  0.1832  0.2262  0.8251
C  -1.2912  -2.3319  -3.8191
N  -1.1676  -2.1168  -2.4062
C  -1.6270  -2.9079  -1.3992
C  -1.2701  -2.2952  -0.2285
N  -0.6069  -1.1535  -0.5067
C  -0.5511  -1.0551  -1.8232
P  0.2264  0.2893  -2.7708
C  1.7883  0.2909  -1.8366
N  1.8851  0.2558  -0.5244
C  3.1997  0.2811  -0.2303
C  3.9242  0.3327  -1.3903
N  3.0213  0.3352  -2.4096
C  3.3055  0.3312  -3.8173
C  -0.5511  1.6460  -1.8384
N  -0.6213  1.7151  -0.5262
C  -1.2603  2.8632  -0.2294
C  -1.5881  3.5130  -1.3883
N  -1.1374  2.7328  -2.4093
C  -1.2916  2.9780  -3.8159
H  -1.8246  -3.2616  -4.0040
H  -1.8394  -1.5077  -4.2819
H  -0.3028  -2.3887  -4.2820
H  -2.1574  -3.8182  -1.5847
H  -1.4477  -2.6022  0.7818
H  3.5428  0.2554  0.7838
H  4.9788  0.3739  -1.5729
H  4.3837  0.3253  -3.9682
H  2.8762  -0.5586  -4.2854
H  2.8841  1.2169  -4.2989
H  -1.4498  3.1477  0.7856
H  -2.0849  4.4450  -1.5684
H  -1.8345  3.9105  -3.9618
H  -0.3166  3.0543  -4.3036
H  -1.8525  2.1634  -4.2818
C  0.4156  0.7512  2.7710
C  -0.1205  -0.0952  3.8257
C  0.6684  -1.0556  4.4861
C  0.1856  -1.8002  5.5331
C  -1.1320  -1.6287  5.9792
C  -1.9521  -0.7153  5.3013
C  -1.4553  0.0222  4.2568
C  -1.6125  -2.3309  7.0937
N  -2.0049  -2.8950  8.0188
H  1.4942  0.8789  2.9080
H  -0.0551  1.7396  2.8170
H  1.6940  -1.1903  4.1695
H  0.8225  -2.5115  6.0429
H  -2.9756  -0.5869  5.6289
H  -2.0981  0.7324  3.7540

E_tot   -85439.244 eV
E_LUMO   0.01 eV
Gap between HOMO and LUMO   5.90 eV



Entry 3:
The following is a DFT calculation (wB97M-V/def2-TZVPD) of a 2-piece molecular cluster, BrClO2S overall at a distorted geometry.

Cartesian coordinates (Å):
O  -1.9452  -0.9787  1.1311
O  -1.6592  0.5569  -0.7356
S  -1.4423  -0.7548  -0.1932
Cl  2.9041  1.5440  0.1591
Br  2.1427  -0.3674  -0.3614

E_tot   -97494.075 eV
E_LUMO   -1.55 eV
Gap between HOMO and LUMO   9.31 eV



Entry 4:
The following is a DFT calculation (wB97M-V/def2-TZVPD) of C37H31BrIrN2OSb2Se4 as an isolated structure at a distorted geometry.

Cartesian coordinates (Å):
Ir  -1.0487  1.0594  -1.9506
Br  3.7159  6.2100  0.6006
C  2.7329  4.8739  -0.2972
C  3.2758  4.2620  -1.4436
C  2.5921  3.2676  -2.0875
C  1.3295  2.8226  -1.6293
O  0.7752  1.8412  -2.2875
C  0.7781  3.4627  -0.4895
C  -0.4941  3.1626  0.0728
N  -1.2829  2.1933  -0.2639
C  -2.5397  1.9720  0.3984
C  -2.9804  2.5945  1.5314
C  -4.2395  2.2728  2.0854
C  -5.0361  1.3284  1.5100
C  -4.5998  0.6583  0.3448
C  -5.3501  -0.3554  -0.2902
C  -4.8398  -0.9875  -1.3839
C  -3.5830  -0.6031  -1.8792
N  -2.8681  0.3563  -1.3282
C  -3.3533  0.9877  -0.2022
C  1.5105  4.4982  0.1544
H  4.2392  4.5879  -1.8151
H  2.9942  2.7929  -2.9760
H  -0.8135  3.8209  0.8770
H  -2.3750  3.3412  2.0287
H  -4.5626  2.7844  2.9821
H  -5.9960  1.0690  1.9412
H  -6.3233  -0.6229  0.1043
H  -5.3787  -1.7755  -1.8925
H  -3.1583  -1.0892  -2.7470
H  1.0828  4.9814  1.0257
C  3.4822  1.2408  0.6754
C  3.4325  -0.0911  1.3774
C  4.4854  -0.5036  2.1903
C  4.4537  -1.7281  2.8452
C  3.3624  -2.5745  2.7002
C  2.2994  -2.1860  1.8934
C  2.3423  -0.9534  1.2433
Sb  0.6181  -0.5015  0.0534
C  -0.8506  -0.7400  1.5906
C  -1.9323  -1.6179  1.5125
C  -2.8560  -1.7149  2.5464
C  -2.7057  -0.9234  3.6744
C  -1.6472  -0.0302  3.7505
C  -0.7148  0.0852  2.7216
C  0.4099  1.0844  2.8700
C  0.7047  -2.3107  -1.0868
C  -0.2354  -3.3402  -1.0307
C  -0.0360  -4.5339  -1.7129
C  1.1113  -4.7068  -2.4663
C  2.0380  -3.6758  -2.5482
C  1.8504  -2.4650  -1.8816
C  2.8847  -1.3767  -2.0343
H  4.4467  1.7261  0.8201
H  2.7101  1.9180  1.0523
H  3.3218  1.1276  -0.3986
H  5.3445  0.1479  2.3097
H  5.2878  -2.0227  3.4698
H  3.3352  -3.5313  3.2085
H  1.4457  -2.8480  1.7749
H  -2.0803  -2.2365  0.6426
H  -3.6855  -2.4084  2.4662
H  -3.4135  -0.9946  4.4919
H  -1.5338  0.5919  4.6330
H  0.1815  1.8106  3.6508
H  0.5907  1.6389  1.9436
H  1.3455  0.5893  3.1400
H  -1.1261  -3.2470  -0.4329
H  -0.7702  -5.3268  -1.6395
H  1.2797  -5.6311  -3.0045
H  2.9408  -3.8136  -3.1337
H  3.5386  -1.5829  -2.8816
H  3.5101  -1.2965  -1.1414
H  2.4126  -0.4044  -2.2171
Se  1.2246  -2.0902  -5.7833
Sb  -1.1152  -1.4148  -5.5948
Se  -1.7557  -0.6466  -7.8554
Se  -2.7829  -3.0166  -4.8778
Se  -1.3532  0.7573  -4.2204

E_tot   -391235.252 eV
E_LUMO (alpha / beta)   -3.68 / -5.39 eV
Net charge   +1
<S²>   6.036
Multiplicity   5
Gap between HOMO and LUMO (alpha / beta)   6.69 / 4.93 eV



Entry 5:
The following is a DFT calculation (wB97M-V/def2-TZVPD) of C22H27CsN5O5S as an isolated structure at a distorted geometry.

Cartesian coordinates (Å):
Cs  -0.4688  0.6717  0.5355
O  2.8216  5.7754  -1.8419
C  1.9927  4.7457  -1.5022
C  1.8760  3.6148  -2.3038
C  1.0311  2.6042  -1.8803
N  0.3333  2.6861  -0.7540
C  0.4585  3.7599  0.0232
C  1.2733  4.8280  -0.3196
C  -0.3041  3.6948  1.3619
O  -0.9553  4.6914  1.6910
O  -0.1651  2.5988  1.9691
C  0.9006  1.2953  -2.6476
O  0.8915  1.3483  -3.8883
O  0.8315  0.2554  -1.9322
H  3.2364  5.5582  -2.6819
H  2.4338  3.5061  -3.2268
H  1.3509  5.6922  0.3255
C  0.5302  -1.9839  3.7570
C  0.2620  -2.6613  2.4317
C  -1.0495  -2.9818  2.0694
C  -2.1895  -2.7103  3.0235
C  -1.3119  -3.5910  0.8370
C  -2.7382  -3.8887  0.4370
C  -0.2545  -3.8992  -0.0233
C  -0.4841  -4.7081  -1.2813
C  1.0482  -3.5054  0.3046
C  2.1481  -3.6671  -0.7196
C  1.3152  -2.9427  1.5556
C  2.7450  -2.6864  1.9780
H  0.5669  -2.7112  4.5743
H  -0.2509  -1.2609  3.9876
H  1.4736  -1.4438  3.7445
H  -2.6266  -1.7228  2.8426
H  -1.8581  -2.7463  4.0592
H  -2.9800  -3.4488  2.9052
H  -3.0881  -4.8373  0.8595
H  -2.8417  -3.9359  -0.6435
H  -3.4014  -3.0985  0.7786
H  0.3567  -5.3807  -1.4511
H  -0.5892  -4.0758  -2.1666
H  -1.3787  -5.3206  -1.1934
H  2.6195  -4.6542  -0.6713
H  2.9191  -2.9125  -0.5812
H  1.7465  -3.5348  -1.7229
H  3.4305  -3.3377  1.4401
H  2.8753  -2.8883  3.0402
H  3.0446  -1.6512  1.7894
C  -1.3101  -0.5673  -5.6350
C  -2.1787  -0.2108  -4.4935
N  -3.1527  0.6459  -4.4980
N  -3.6306  0.6207  -3.2169
C  -2.9321  -0.1916  -2.4039
S  -3.2103  -0.5534  -0.7999
N  -2.0144  -0.7420  -3.2363
N  -1.0898  -1.7121  -2.8764
H  -1.7375  -0.1752  -6.5543
H  -1.1816  -1.6483  -5.6933
H  -0.3339  -0.1109  -5.4525
H  -4.3565  1.2472  -2.9267
H  -0.1803  -1.2255  -2.8077
H  -1.3181  -1.9473  -1.9099

E_tot   -52327.258 eV
E_LUMO   2.05 eV
Net charge   -1
Gap between HOMO and LUMO   7.48 eV



Entry 6:
The following is a DFT calculation (wB97M-V/def2-TZVPD) of one molecule with the formula C3H7N5 at a distorted geometry.

Cartesian coordinates (Å):
H  2.2459  0.9995  -0.0160
N  2.2740  -0.0516  -0.1516
C  1.0913  -0.4101  -0.2538
N  0.8750  -1.6161  0.1642
N  -0.6062  -1.7388  0.1061
C  -1.2009  -0.4226  -0.1689
N  -2.4068  -0.1514  0.0890
H  -2.5180  0.7089  -0.2805
C  -0.1701  0.5437  -0.5373
N  0.1385  1.5668  0.4263
H  1.5267  -1.6675  1.0833
H  -0.8724  -2.5669  -0.5394
H  -0.0954  1.2161  -1.4516
H  -0.0524  1.1195  1.4388
H  -0.2293  2.4707  0.0915

E_tot   -10670.682 eV
E_LUMO   0.40 eV
SMILES   [H]/N=C1/NN/C(=N/[H])C1N
Gap between HOMO and LUMO   9.04 eV